No. 1
{
  "formula": "C22H23MoN4O8P2S4",
  "method": "the ωB97M-V functional and the def2-TZVPD basis",
  "species": ["Mo", "C", "N", "C", "C", "C", "C", "C", "N", "C", "C", "C", "C", "C", "C", "H", "H", "H", "H", "H", "H", "H", "H", "H", "H", "H", "S", "S", "S", "S", "N", "C", "C", "P", "O", "O", "O", "P", "O", "O", "O", "H", "H", "H", "H", "H", "H", "H", "H", "O", "C", "N", "C", "O", "C", "C", "C", "C", "C", "C", "H", "H", "H", "H"],
  "xyz": [[-0.67213, -0.08534, -0.48549], [-0.89273, 0.67526, 2.63411], [-1.06193, 1.03656, 1.22691], [-1.46513, 2.28126, 1.04891], [-1.60053, 2.70386, -0.26299], [-1.91043, 3.89396, -0.94509], [-1.83643, 3.58516, -2.29559], [-1.49473, 2.23676, -2.39709], [-1.32973, 1.71436, -1.17779], [-2.22433, 0.70526, 3.34541], [-3.18683, -0.24664, 3.03321], [-4.44373, -0.19044, 3.60221], [-4.75773, 0.82136, 4.49311], [-3.80083, 1.76416, 4.82391], [-2.53823, 1.70496, 4.25701], [-0.19403, 1.38256, 3.09991], [-0.46323, -0.33124, 2.69921], [-1.66103, 2.92866, 1.89731], [-2.15243, 4.84246, -0.50019], [-1.98953, 4.26666, -3.11139], [-1.37333, 1.64496, -3.28579], [-2.95013, -1.03304, 2.33501], [-5.17893, -0.93674, 3.34191], [-5.74573, 0.87586, 4.92861], [-4.03933, 2.55806, 5.51711], [-1.79443, 2.44476, 4.52431], [-0.96993, -2.04364, 1.08461], [-2.19043, -3.28384, 0.02451], [-3.84823, -2.06784, -0.17059], [-3.08023, -0.35834, -1.00089], [1.99147, -2.39674, -2.85109], [1.12437, -1.64914, -3.77659], [1.29707, -2.11614, -5.19729], [1.41757, 0.16946, -3.51749], [3.05647, 0.04046, -3.25109], [1.18467, 1.00886, -4.70139], [0.77187, 0.52126, -2.20929], [-0.61613, -1.72274, -3.18009], [-1.04663, -3.22144, -3.65429], [-1.51273, -0.72464, -3.77259], [-0.43843, -1.79114, -1.67739], [2.95187, -2.05864, -2.96889], [1.91057, -3.40254, -3.01329], [1.76057, -2.26254, -1.72149], [2.32767, -1.99154, -5.53319], [0.64937, -1.51194, -5.82689], [0.99727, -3.16014, -5.29279], [3.39907, 0.91756, -3.40669], [-1.98443, -3.18054, -3.83749], [1.99827, -2.34434, -0.31509], [2.08007, -1.28974, 0.37051], [1.26567, -0.21974, 0.24171], [1.81657, 0.86866, 0.89501], [1.39137, 2.00746, 0.80801], [2.98437, 0.38656, 1.65831], [3.83387, 1.00066, 2.55591], [4.82137, 0.22706, 3.15431], [4.96457, -1.12364, 2.83541], [4.13267, -1.73694, 1.91441], [3.12717, -0.97774, 1.33761], [3.72287, 2.05196, 2.78101], [5.48327, 0.67566, 3.88321], [5.73897, -1.70314, 3.31921], [4.24367, -2.78014, 1.66541]],
  "forces_ev_per_a": [[-0.37, -1.85, -1.51], [0.10, -0.22, 0.25], [-0.56, 1.42, 0.74], [0.22, -0.73, 0.06], [-0.13, 0.47, -0.24], [0.03, -0.32, 0.41], [-0.07, 0.14, 0.04], [-0.02, -0.04, -0.34], [-0.25, 0.85, -0.38], [0.13, -0.03, 0.14], [-0.07, -0.08, -0.02], [0.00, -0.01, 0.02], [-0.11, 0.07, 0.12], [-0.08, 0.12, 0.11], [0.10, -0.06, -0.07], [-0.05, -0.09, 0.01], [-0.05, 0.30, 0.01], [0.00, -0.01, 0.02], [-0.02, 0.10, 0.09], [-0.06, 0.01, -0.18], [0.12, -0.15, -0.06], [0.01, -0.02, -0.13], [-0.08, -0.08, -0.06], [-0.07, 0.01, 0.04], [-0.02, 0.06, 0.09], [0.08, 0.07, -0.01], [-0.06, 0.24, 0.10], [-0.36, -0.17, -0.05], [-0.01, -0.43, 0.32], [-0.19, 0.33, 0.03], [0.04, -0.05, 1.32], [-0.90, 0.83, 0.01], [0.03, 0.11, -0.16], [0.53, 0.15, 0.16], [-0.62, -0.33, 0.11], [0.09, -0.11, -0.31], [-0.19, -0.13, 0.49], [-0.61, -1.04, -0.07], [0.65, 0.21, 0.10], [0.22, 0.20, -0.62], [0.32, 0.11, -0.13], [-0.07, -0.34, -0.03], [0.18, 0.16, -0.07], [0.06, -0.08, -1.09], [0.04, 0.03, -0.07], [0.02, 0.02, -0.15], [0.02, -0.07, -0.03], [0.45, 0.44, -0.12], [-0.51, -0.13, -0.11], [0.63, 1.12, 1.33], [-0.90, -1.09, -1.79], [0.77, -0.36, 0.59], [-0.61, 1.29, -0.34], [0.84, -0.71, 0.32], [0.81, -1.16, 0.32], [-0.23, 0.09, -0.23], [0.07, -0.28, -0.02], [0.19, 0.36, 0.26], [-0.54, 0.01, -0.42], [1.02, 0.95, 1.17], [-0.02, 0.05, 0.04], [0.04, 0.00, 0.00], [0.04, 0.00, 0.03], [0.01, -0.14, -0.04]],
  "lowdin_spin": [1.647, -0.002, -0.026, 0.034, 0.003, 0.059, 0.010, 0.064, 0.000, -0.001, 0.001, 0.000, 0.000, 0.000, 0.000, -0.001, 0.000, 0.001, 0.004, -0.001, 0.002, 0.000, 0.000, 0.000, 0.000, 0.000, -0.022, 0.002, 0.017, 0.071, 0.000, 0.002, 0.001, 0.003, 0.001, 0.000, 0.013, 0.009, 0.001, 0.004, 0.040, 0.000, 0.000, 0.000, 0.000, 0.000, 0.000, 0.000, 0.000, 0.011, 0.010, 0.018, 0.010, 0.006, 0.003, 0.001, 0.003, 0.001, 0.002, 0.000, 0.000, 0.000, 0.000, 0.000],
  "energy_ev": -109313.564,
  "multiplicity": 3,
  "total_charge": -1,
  "gap_ev": [5.57, 5.73]
}


No. 2
{
  "formula": "C22H23N3O",
  "method": "the ωB97M-V functional and the def2-TZVPD basis",
  "species": ["C", "C", "N", "C", "C", "C", "N", "H", "H", "H", "H", "H", "H", "H", "C", "O", "C", "C", "C", "C", "C", "C", "C", "C", "C", "C", "C", "C", "N", "C", "C", "C", "C", "H", "H", "H", "H", "H", "H", "H", "H", "H", "H", "H", "H", "H", "H", "H", "H"],
  "xyz": [[-2.74336, 2.20055, -0.48054], [-2.16040, 1.45011, 0.63045], [-2.63607, 1.78385, 1.87109], [-1.96721, 1.04647, 2.76090], [-2.21116, 1.18599, 4.21209], [-1.05450, 0.21116, 2.04433], [-1.20978, 0.49755, 0.69345], [-2.18867, 2.02816, -1.37626], [-3.78677, 1.89572, -0.57463], [-2.71604, 3.26106, -0.20699], [-1.53939, 0.58440, 4.82437], [-2.09987, 2.22466, 4.51772], [-3.22679, 0.88780, 4.47210], [-0.39764, -0.52651, 2.54253], [0.34793, -5.81414, 2.36409], [-0.16567, -5.59504, 1.01650], [-0.21089, -4.31309, 0.55136], [0.38500, -3.22387, 1.23748], [0.29327, -1.95591, 0.67747], [-0.44172, -1.68847, -0.47515], [-0.61061, -0.24594, -0.84167], [0.60653, 0.45114, -1.29301], [0.63540, 1.66582, -2.11986], [-0.30515, 2.30474, -2.92936], [0.09677, 3.48837, -3.58569], [1.38135, 4.05035, -3.40748], [2.26685, 3.47772, -2.47663], [1.84950, 2.31743, -1.82570], [2.62863, 1.44336, -1.05496], [3.98280, 1.69622, -0.61665], [1.92070, 0.30014, -0.80568], [-0.96145, -2.78260, -1.20472], [-0.84073, -4.07090, -0.69978], [0.31867, -6.90061, 2.45465], [1.38679, -5.47181, 2.47716], [-0.29711, -5.35145, 3.12401], [0.93692, -3.32524, 2.17626], [0.65718, -1.10892, 1.24819], [-1.51807, 0.03671, -1.30341], [-1.25545, 1.80272, -3.10754], [-0.60165, 3.95254, -4.30376], [1.66296, 4.95642, -3.94475], [3.25941, 3.89403, -2.26015], [4.26488, 2.70053, -0.95567], [4.04719, 1.70378, 0.48592], [4.70081, 0.94298, -0.99542], [2.29529, -0.51448, -0.17430], [-1.55166, -2.61063, -2.12075], [-1.22704, -4.94289, -1.24158]],
  "forces_ev_per_a": [[-0.17, 0.04, -0.18], [-0.79, 0.52, 3.15], [0.26, 0.15, -1.86], [1.89, -1.69, -1.89], [-0.01, -0.16, 0.54], [-0.68, 0.42, 2.30], [0.47, -0.44, -1.40], [-0.02, 0.18, -0.70], [0.00, 0.12, -0.32], [-0.02, -0.21, -0.28], [0.11, -0.04, -0.12], [0.03, 0.10, -0.01], [-0.10, 0.00, -0.07], [-0.64, 0.73, -0.84], [-0.28, -0.13, -0.93], [0.20, 0.31, 0.62], [0.51, 0.93, 0.04], [-0.13, -0.57, -0.63], [-0.44, -0.12, 0.11], [0.06, -0.69, -0.22], [0.37, 0.38, 3.07], [1.16, 0.54, -0.44], [-0.41, 0.09, 1.82], [0.83, 0.54, -0.70], [-0.56, -0.57, -0.22], [0.00, -0.41, 1.00], [-0.27, 0.40, -0.39], [0.90, -0.92, -0.83], [-0.19, -0.25, -0.19], [0.40, 0.10, 0.34], [-1.87, 0.49, 0.28], [-0.33, 0.63, 0.40], [0.34, -0.61, 0.64], [0.02, 0.18, 0.18], [-0.31, -0.02, -0.14], [0.14, -0.02, -0.28], [-0.35, -0.18, -0.37], [0.32, -0.38, -0.35], [-0.57, -0.23, -1.22], [0.16, 0.44, -0.21], [0.47, -0.22, 0.51], [-0.09, -0.30, 0.14], [-0.55, -0.04, -0.34], [0.10, -0.46, 0.05], [-0.11, -0.06, -0.41], [-0.42, 0.44, 0.02], [0.03, 0.62, -0.37], [0.48, -0.12, 0.48], [0.06, 0.46, 0.23]],
  "mulliken_charge": [-0.767, 0.572, -0.763, 0.552, -1.245, -0.390, 0.184, -0.090, 0.234, 0.320, 0.314, 0.293, 0.277, 0.290, -0.770, -0.460, 0.771, -1.187, -0.390, -0.365, -0.196, 0.338, 0.310, -0.211, -0.875, -0.633, -0.822, 0.281, 0.147, -0.918, -0.771, -0.358, -0.828, 0.251, 0.289, 0.336, 0.284, 0.941, 1.256, 0.534, 0.345, 0.371, 0.206, 0.278, 0.322, 0.325, 0.628, 0.396, 0.394],
  "energy_ev": -29702.990,
  "multiplicity": 1,
  "smiles": "COc1ccc([C@H](c2cn(C)c3ccccc23)n2cc(C)nc2C)cc1",
  "gap_ev": 7.80
}